Record 1
Below is a structure of composition C38H33IrN5SSbSe3Te at a distorted geometry, with properties calculated with ωB97M-V/def2-TZVPD.

```
83
Properties=species:S:1:pos:R:3:forces:R:3
Ir -0.506233 -1.560365 -1.659795 -0.6 -0.2 0.9
C -4.290940 4.048745 -0.154634 0.1 -0.1 0.0
C -3.758029 2.642827 -0.230063 -0.1 0.0 0.0
C -3.554529 1.881256 0.921696 0.0 0.0 0.0
C -3.043126 0.605599 0.851105 0.1 0.1 0.0
C -2.699618 0.003773 -0.370974 -0.1 -0.1 0.1
N -2.098924 -1.252181 -0.408453 -0.1 -0.1 -0.1
C -2.452484 -2.180795 0.562282 0.0 0.1 0.0
C -3.809417 -2.339387 0.897405 0.0 -0.1 0.0
C -4.230633 -3.209276 1.874213 0.0 0.0 0.0
C -3.313610 -4.003080 2.565396 0.0 0.0 0.1
C -3.760300 -4.935716 3.659409 0.0 0.0 -0.1
C -1.987186 -3.911075 2.197467 0.0 -0.1 -0.1
C -1.543395 -3.013854 1.221585 0.0 0.0 0.0
N -0.127279 -2.970429 0.990104 -0.1 0.2 0.1
C 0.815163 -3.407183 1.854884 0.1 0.1 0.0
C 2.038249 -3.320544 1.239879 0.0 -0.1 -0.1
C 1.762442 -2.804432 -0.023072 0.1 -0.1 0.1
N 0.459763 -2.587563 -0.162867 0.1 -0.2 -0.1
C -2.911955 0.771876 -1.516853 0.0 0.0 0.0
C -3.429884 2.062883 -1.439533 0.2 0.1 0.0
N -2.626721 0.258656 -2.817953 -0.1 0.0 0.1
C -3.266937 0.592126 -3.956549 -0.1 -0.1 -0.1
C -2.649973 -0.053869 -4.999485 0.1 0.0 0.0
C -1.617999 -0.779030 -4.406994 0.0 0.0 -0.1
N -1.611659 -0.587377 -3.092471 0.2 0.2 -0.1
H -4.964656 4.160631 0.693929 0.0 0.0 0.0
H -4.830491 4.315049 -1.062797 0.0 0.0 0.0
H -3.475193 4.764792 -0.031131 0.0 0.0 0.0
H -3.783791 2.310480 1.890266 0.0 0.0 0.0
H -2.858353 0.050118 1.761066 0.0 0.0 0.0
H -4.532462 -1.744307 0.355117 0.0 0.0 0.0
H -5.286698 -3.292506 2.101313 0.0 0.0 0.0
H -4.588491 -4.501560 4.218268 0.0 0.0 0.0
H -2.950047 -5.145513 4.356426 0.0 0.0 0.0
H -4.104280 -5.886026 3.246110 0.0 0.0 0.0
H -1.279943 -4.576638 2.673805 0.0 0.0 0.0
H 0.562411 -3.713635 2.852582 0.0 0.0 0.0
H 2.995893 -3.603586 1.638237 0.0 0.1 0.0
H 2.440386 -2.589205 -0.829824 -0.1 0.0 0.0
H -3.551639 2.637856 -2.349164 0.0 0.0 0.0
H -4.127293 1.236370 -3.947488 0.0 0.0 0.1
H -2.898015 -0.004048 -6.044059 0.0 0.0 0.0
H -0.882950 -1.409723 -4.875090 0.0 -0.1 0.1
Se 1.425110 -1.628891 -3.166770 0.2 0.3 -0.1
Se 1.385016 -3.424008 -4.625880 -0.2 -0.3 0.1
Te -0.741589 -4.607999 -4.246600 0.0 -0.1 -0.2
Se -1.755724 -3.646897 -2.231932 0.5 0.6 0.0
S 0.171850 0.456572 -0.277604 -0.2 -0.2 -0.5
Sb 2.229293 1.404668 0.139855 -0.1 -0.3 -0.3
C 1.498478 3.178926 0.998551 0.1 0.0 -0.1
C 0.594320 3.005623 2.044098 0.1 0.0 0.0
C -0.120383 4.093070 2.520019 0.0 0.0 0.0
C 0.057656 5.345069 1.947960 0.0 0.0 0.0
C 0.973391 5.519719 0.921757 0.0 0.0 0.0
C 1.696207 4.436943 0.440462 0.0 0.0 0.1
C 3.278371 0.253160 1.547939 0.1 0.1 -0.1
C 4.645899 0.041490 1.402195 0.0 0.0 0.1
C 5.325065 -0.706391 2.354725 0.0 0.0 0.0
C 4.641596 -1.226020 3.445414 0.0 0.0 0.0
C 3.274003 -1.026133 3.576516 0.0 0.0 0.0
C 2.585563 -0.292263 2.623100 0.0 0.1 0.0
C 3.472948 1.537059 -1.546100 -0.1 0.1 0.1
C 3.885681 0.313615 -2.064436 0.1 0.1 0.1
C 4.623191 0.277597 -3.237386 0.0 0.0 0.0
C 4.942207 1.459741 -3.889096 0.0 0.0 0.0
C 4.527006 2.678540 -3.372638 0.0 0.1 0.0
C 3.787410 2.724133 -2.199900 0.0 -0.1 0.0
H 0.435924 2.026497 2.479302 -0.1 0.0 0.0
H -0.823340 3.960590 3.331644 0.0 0.0 0.0
H -0.522415 6.187063 2.301676 0.0 0.0 0.0
H 1.121107 6.498350 0.484925 0.0 0.0 0.0
H 2.407005 4.589355 -0.358521 0.0 0.0 0.0
H 5.181718 0.453956 0.555421 0.0 0.0 0.0
H 6.387867 -0.877858 2.246909 0.0 0.0 0.0
H 5.177783 -1.791263 4.196429 0.0 0.0 0.0
H 2.744922 -1.442056 4.424299 0.0 0.0 0.0
H 1.513587 -0.154935 2.711023 0.0 0.0 0.0
H 3.623674 -0.611054 -1.563772 0.1 0.0 0.0
H 4.935230 -0.674386 -3.646019 0.0 0.0 0.0
H 5.511077 1.430847 -4.808844 0.0 0.0 0.0
H 4.770048 3.597960 -3.888248 0.0 0.0 0.0
H 3.464070 3.679477 -1.813769 0.0 0.0 0.0
```
Positions in Å, forces in eV/Å.

F_max (eV Å⁻¹): 1.10
Total charge: +1
ΔE to the lowest compared entry with this formula, charge and spin (eV): 0.243
Multiplicity: 2
Electronic energy (Eh): -9956.57529

Atomic partial charges in e from the Mulliken method, atoms 1 to 8: 0.5149 -1.5848 0.3403 -1.2080 0.4123 -0.6495 -0.0881 -0.6026

***

Record 2
Below is a structure of composition C27H46GeKNO7S4 at a distorted geometry, with properties calculated with ωB97M-V/def2-TZVPD.

```
87
Properties=species:S:1:pos:R:3:forces:R:3
K -0.648105 0.014507 0.498026 1.1 -0.4 -1.8
C 2.731220 -2.174297 -2.168734 -0.5 0.2 0.1
C 3.855251 -2.248192 -1.151900 -0.2 -0.3 0.5
S 3.314372 -2.738242 0.526114 0.0 -0.2 -0.2
C 2.859101 -4.491975 0.254279 0.3 0.4 0.1
C 1.685851 -4.920453 1.116207 -0.5 0.1 -0.2
S 0.099714 -4.147145 0.684651 -0.2 -0.7 -0.9
C -0.208602 -5.060089 -0.893730 0.4 0.3 0.6
C -1.545235 -4.643768 -1.466299 0.0 0.4 -0.2
S -1.733997 -2.854939 -1.772673 0.2 0.0 -0.1
C -0.503266 -2.561768 -3.100540 -0.4 -0.2 0.2
C 0.216937 -1.238017 -2.909789 0.3 -0.1 0.2
S 1.326120 -1.219435 -1.483577 0.5 -0.3 -0.4
H 2.383177 -3.173404 -2.435544 0.0 -0.1 0.0
H 3.075856 -1.670241 -3.077993 0.0 -0.1 0.0
H 4.291914 -1.263103 -0.995304 0.1 0.0 -0.1
H 4.628881 -2.940823 -1.487439 0.1 0.1 -0.1
H 3.730968 -5.098244 0.506751 0.0 -0.1 -0.1
H 2.640984 -4.612317 -0.803996 0.0 -0.1 -0.1
H 1.837390 -4.620563 2.151045 0.0 -0.1 0.0
H 1.559738 -6.005027 1.055235 0.1 0.0 0.1
H -0.226948 -6.131068 -0.675315 0.0 -0.1 -0.1
H 0.597875 -4.856117 -1.600774 0.0 -0.1 -0.1
H -2.337944 -4.854926 -0.749560 -0.1 -0.1 0.0
H -1.753571 -5.166501 -2.404848 0.0 -0.1 0.2
H -1.029244 -2.564421 -4.058233 0.1 0.0 0.0
H 0.196203 -3.397301 -3.083732 0.0 0.0 -0.1
H -0.490151 -0.433283 -2.709912 -0.1 0.2 -0.1
H 0.797104 -0.992196 -3.801929 -0.1 0.1 -0.1
C -0.528920 3.042020 2.422408 -0.2 -0.1 -0.2
C -1.910916 2.525988 2.008731 -0.4 0.6 0.7
C -2.393938 1.479725 3.022128 0.1 0.2 -0.3
C -2.906481 3.698305 1.994142 0.2 -0.2 -0.1
O -1.872157 1.911963 0.756936 -0.6 1.0 -0.8
Ge -1.312894 2.762319 -0.882133 0.0 0.0 -0.2
O -1.889731 1.271110 -1.990960 1.0 0.3 0.9
C -3.188206 1.145506 -2.480804 -0.7 -0.1 -0.5
C -3.189962 0.062388 -3.575195 0.2 0.3 0.3
C -3.687480 2.461627 -3.102563 0.2 -0.3 0.2
C -4.150435 0.723290 -1.366825 0.2 0.1 -0.2
O 0.501029 2.112856 -0.705866 -1.1 -0.2 0.3
C 1.584729 2.702443 -1.351934 0.7 0.3 -0.3
C 2.872660 2.144046 -0.724720 -0.4 0.1 -0.1
C 1.570501 2.366174 -2.849036 -0.1 0.0 0.3
C 1.592795 4.230863 -1.176765 -0.2 -0.3 0.0
H -0.526471 3.406851 3.447071 0.0 0.1 0.1
H -0.236395 3.849590 1.754593 0.2 0.1 -0.1
H 0.202943 2.244345 2.330318 0.2 -0.1 0.0
H -2.422736 1.893724 4.028106 0.0 0.1 0.1
H -1.733096 0.617163 3.006585 0.0 -0.2 0.1
H -3.391903 1.144579 2.745513 -0.1 -0.1 0.0
H -2.976101 4.173504 2.970137 0.0 0.1 0.1
H -3.890717 3.333101 1.707414 -0.1 0.0 0.0
H -2.583944 4.428906 1.254169 0.0 0.2 0.0
H -2.472835 0.317098 -4.353312 0.1 0.1 -0.1
H -4.176733 -0.028651 -4.024462 -0.1 0.0 0.0
H -2.916477 -0.894692 -3.138385 0.0 -0.1 0.0
H -2.961538 2.818520 -3.828375 0.1 0.1 -0.1
H -3.795577 3.207060 -2.319768 -0.1 0.2 0.0
H -4.646335 2.323123 -3.598117 -0.1 0.0 0.0
H -3.813936 -0.216221 -0.934566 0.0 -0.1 0.1
H -5.161742 0.612483 -1.751939 -0.2 -0.1 0.0
H -4.142954 1.480993 -0.589389 -0.1 0.1 0.2
H 2.857236 1.058404 -0.759821 0.0 -0.1 0.0
H 2.922994 2.459856 0.313472 0.0 0.1 0.2
H 3.752844 2.512244 -1.248308 0.1 0.1 -0.1
H 1.659121 1.289841 -2.973316 0.0 -0.1 0.0
H 2.388119 2.858486 -3.372862 0.1 0.1 -0.1
H 0.620019 2.684751 -3.271177 -0.1 0.0 -0.2
H 1.511415 4.466594 -0.118408 0.0 0.1 0.2
H 0.744323 4.669534 -1.696603 -0.1 0.1 0.0
H 2.510688 4.665582 -1.567073 0.1 0.0 -0.1
O 1.442163 2.253146 6.624911 -0.1 0.8 -0.7
C 1.551163 1.040320 6.537776 0.1 -0.8 1.2
O 1.630523 0.119789 7.331501 0.0 -0.4 -0.3
C 1.608546 0.560008 5.008487 -0.1 -0.1 -1.0
C 2.489715 1.159780 4.127286 0.3 0.3 0.4
C 2.492726 0.723578 2.811296 0.2 0.0 0.3
N 1.672954 -0.217476 2.386056 0.2 0.2 -0.9
C 0.854359 -0.787797 3.230836 -0.6 -0.6 0.2
C 0.768225 -0.443017 4.576547 0.1 0.4 0.8
C -0.040986 -1.922264 2.668070 0.8 0.5 0.9
O 0.393811 -3.048151 2.887433 0.3 -0.5 0.8
O -1.038985 -1.526505 2.068807 -1.2 -1.0 0.9
H 3.153739 1.945523 4.452398 0.0 0.1 0.0
H 3.168783 1.142413 2.079148 0.1 0.2 0.0
H 0.090868 -0.953385 5.239920 -0.1 -0.1 0.1
```
Positions in Å, forces in eV/Å.

F_max (eV Å⁻¹): 2.15
Total charge: -1
ΔE to the lowest compared entry with this formula, charge and spin (eV): 1.892
Multiplicity: 2
Electronic energy (Eh): -5907.57756

Atomic partial charges in e from the Mulliken method, atoms 1 to 8: 1.9718 -0.8011 -1.0712 0.0108 -0.6655 -0.9610 0.3669 -0.6427

***

Record 3
Below is a cluster of 2 separate species, CCl3O3S in total at a distorted geometry, with properties calculated with ωB97M-V/def2-TZVPD.

```
8
Properties=species:S:1:pos:R:3:forces:R:3
C -1.359902 -0.065764 -0.086731 1.8 0.3 -0.4
O 1.492541 1.363696 0.344431 -0.5 4.2 0.9
O 2.173773 -0.404980 -1.184749 -0.9 0.3 0.2
O 1.951781 -0.908240 1.186189 -1.1 1.4 -1.3
S 1.622265 0.018044 0.085169 0.9 -5.8 0.2
Cl -1.859562 0.969436 -1.512536 0.1 -0.4 0.5
Cl -2.088067 -1.666920 -0.238140 -0.2 -0.2 -0.1
Cl -1.932832 0.694728 1.406365 -0.1 0.1 0.0
```
Positions in Å, forces in eV/Å.

F_max (eV Å⁻¹): 5.84
Total charge: -1
ΔE to the lowest compared entry with this formula, charge and spin (eV): 2.036
Electronic energy (Eh): -2042.59100

How positive or negative is each atom? The natural (NBO) charges in e answer that: -0.4411 -0.8933 -0.9038 -0.9031 2.4086 -0.1185 -0.0738 -0.0749